Here is a structure of composition C27H64BeClF4N2O13PS4 from OMol25. Energies are from ωB97M-V/def2-TZVPD.

- Maximum force: 0.0519 hartree/bohr
- Net charge: 0
- Kohn-Sham gap: 0.04645 Ha
- Multiplicity: 1
- E_LUMO: -5.24 eV
- E_tot: -4962.54440 Eh

Positions of all 117 atoms, in Å:
Cl 3.472 2.543 3.640
S -0.877 5.880 -4.417
S 4.034 3.133 -2.024
S -1.604 -4.558 4.189
S -0.018 -7.440 -4.770
P 2.948 4.760 -1.963
F -2.204 -5.648 -6.687
F 1.438 0.420 0.054
F -0.349 -0.248 1.113
F -0.482 0.070 -0.987
O 0.510 2.336 1.607
O 2.614 -3.809 -0.890
O 0.271 5.286 -3.664
O 3.957 6.238 0.005
O -5.389 -3.043 5.819
O -1.756 -3.093 3.929
O 2.394 5.603 4.893
O -3.936 0.421 3.364
O 0.377 -6.090 -5.072
O -6.112 -3.186 3.798
O -7.398 -2.452 5.350
O -3.587 4.540 2.281
O 0.931 -8.411 -4.258
N 3.962 3.939 1.321
N -6.309 -2.892 4.996
C -4.773 4.209 1.553
C 2.599 4.266 0.786
C 2.804 5.436 -0.231
C 5.529 2.121 1.973
C -0.187 6.806 -5.794
C -1.087 -4.740 5.900
C 0.242 -3.190 -0.723
C 6.029 1.651 0.597
C -1.595 4.564 -5.408
C -3.809 -1.694 2.422
C 0.127 0.502 0.143
C 4.496 5.062 2.135
C -2.323 -8.372 -5.729
C 4.049 2.587 1.960
C 1.645 -2.821 -1.179
C -2.640 -7.358 -4.630
C -0.879 -8.129 -6.183
C -3.127 -0.576 3.331
C -3.255 -5.228 4.410
C 4.246 6.416 1.372
C -5.481 3.030 2.191
C 2.379 -5.078 -1.492
C -0.241 1.960 0.450
C 2.321 -5.028 -3.006
C 1.553 4.618 1.866
C -1.441 -7.390 -3.686
C 0.283 3.714 1.926
Be 0.506 2.078 -2.062
H 1.203 5.629 1.626
H 0.501 6.173 -6.356
H 3.535 5.720 -2.821
H 2.785 5.298 5.720
H 1.775 6.292 5.164
H 1.469 -5.528 -1.081
H -1.085 -5.797 6.165
H 1.504 -4.403 -3.364
H -4.499 3.979 0.517
H 1.949 4.672 2.881
H -3.567 -7.603 -4.105
H 5.163 7.000 1.466
H 3.205 -5.720 -1.182
H -1.434 -8.304 -3.089
H -2.051 3.841 -4.734
H 6.188 2.859 2.442
H 5.558 1.250 2.638
H -4.753 -2.021 2.845
H -1.377 -6.518 -3.037
H -6.390 2.775 1.645
H 1.610 4.452 -2.352
H -0.509 4.173 1.317
H 3.250 -4.617 -3.409
H 0.350 7.664 -5.394
H -0.126 -4.086 -1.224
H 3.528 1.862 1.327
H -0.833 -7.400 -6.989
H 4.564 3.886 0.475
H -4.826 2.159 2.211
H -3.777 -5.172 3.457
H -3.017 -8.286 -6.563
H 5.579 4.955 2.198
H -0.387 -9.054 -6.481
H -3.796 -4.643 5.155
H -2.358 4.982 -6.064
H -3.979 -1.344 1.404
H 0.060 2.684 -0.404
H -1.768 -4.188 6.550
H 4.024 5.170 3.111
H -3.020 3.761 2.275
H -2.749 -6.360 -5.075
H 7.041 1.245 0.705
H 2.319 3.384 0.191
H 6.141 2.510 -0.080
H -3.180 -6.270 4.722
H -5.744 3.255 3.226
H 1.962 -1.918 -0.655
H 0.227 -3.388 0.352
H -5.412 5.091 1.550
H -1.313 2.039 0.682
H 1.660 -2.578 -2.247
H 3.430 6.940 1.895
H 2.176 -6.025 -3.413
H -0.453 -2.379 -0.939
H 5.404 0.881 0.136
H -0.995 7.151 -6.438
H -0.080 -4.338 5.998
H -2.124 -0.412 2.896
H -3.138 -2.552 2.379
H -2.412 -9.388 -5.327
H 1.942 6.125 -0.263
H -0.816 4.076 -5.994
H -0.100 3.749 2.955
H -2.895 -1.104 4.284

***

Here is a cluster of 4 separate species, C27H64N4O6S2 in total from OMol25. Energies are from ωB97M-V/def2-TZVPD.

- Relative energy (zero: lowest compared OMol25 entry of this formula, charge and spin): 3.4 kcal/mol
- Maximum force: 0.0265 hartree/bohr
- Net charge: 0
- Kohn-Sham gap: 0.30103 Ha
- Multiplicity: 1
- E_LUMO: 0.37 eV
- E_tot: -2533.86952 Eh

Positions of all 103 atoms, in Å:
S 0.096 -0.523 -0.737
S 0.809 -4.026 -0.642
O 1.642 -2.680 -0.509
O -2.585 -4.319 1.710
O -0.195 -3.819 -1.647
O 4.063 -2.178 1.458
O 0.206 -3.974 0.817
O 1.705 -5.142 -0.715
N -3.319 -4.109 -0.818
N -0.094 4.668 0.629
N -5.469 -8.615 -0.136
N 4.674 8.842 0.679
C 4.329 -3.403 0.784
C 4.140 7.497 0.799
C 3.488 -1.128 0.724
C 6.706 10.257 0.542
C -6.253 -11.007 -0.611
C -2.619 -2.956 1.327
C 4.124 6.611 -0.453
C -6.147 -7.826 -1.150
C 2.019 -0.909 1.118
C 0.450 5.879 0.041
C -6.170 -9.798 0.329
C 3.837 9.800 -0.026
C 0.579 3.461 0.186
C -1.545 4.601 0.706
C -2.339 4.744 -0.599
C 3.837 9.760 -1.560
C -3.115 -2.826 -0.147
C -0.025 7.147 0.735
C -6.076 -8.311 -2.604
C -4.046 -8.823 -0.350
C 6.089 8.880 0.353
C 3.858 -4.571 1.639
C 0.968 -1.730 0.333
C 0.096 -2.623 1.320
C -1.334 -2.191 1.716
C -3.278 -7.526 -0.546
C 0.483 3.071 -1.293
H 3.397 10.680 -1.951
H 4.132 10.802 0.292
H -5.279 -11.256 -1.035
H 6.306 8.532 -0.670
H -2.410 -2.204 -0.706
H 0.670 -2.631 2.252
H 3.899 5.582 -0.165
H -1.448 -1.144 1.400
H 6.510 10.631 1.548
H -5.741 -6.812 -1.107
H -6.732 -9.160 -2.793
H -4.056 -2.259 -0.112
H 3.259 8.926 -1.956
H 1.793 0.159 0.987
H -3.667 -9.332 0.542
H 3.361 6.924 -1.166
H 0.505 8.009 0.326
H 0.243 5.967 -1.038
H -1.343 -2.180 2.815
H -1.879 5.376 1.399
H -2.824 -4.132 -1.695
H 2.816 9.665 0.342
H -3.460 -6.825 0.269
H -4.298 -4.224 -1.041
H 1.536 5.818 0.140
H -6.603 -11.880 -0.056
H -3.543 -7.027 -1.478
H -3.833 -9.496 -1.197
H 4.128 -4.375 2.685
H -1.882 -4.462 2.335
H 6.584 8.175 1.026
H -2.207 -7.731 -0.587
H 2.770 -4.702 1.583
H -3.379 -2.457 1.951
H -7.182 -9.494 0.611
H 0.173 7.097 1.806
H 3.588 -1.294 -0.357
H -6.378 -7.506 -3.276
H 3.122 7.582 1.190
H 4.042 -0.215 0.974
H 6.320 10.983 -0.175
H 4.342 -5.501 1.328
H -5.061 -8.602 -2.879
H 5.414 -3.467 0.610
H 3.840 -3.403 -0.196
H 1.203 2.280 -1.507
H 0.203 2.632 0.797
H -1.092 7.323 0.590
H 4.720 6.988 1.575
H -1.797 3.651 1.184
H -2.304 3.843 -1.209
H -3.387 4.947 -0.371
H -1.971 5.574 -1.204
H -0.388 -1.417 -1.612
H -6.949 -10.841 -1.433
H 7.785 10.200 0.399
H 1.637 3.573 0.446
H -0.503 2.686 -1.551
H 1.939 -1.123 2.188
H 0.708 3.908 -1.955
H 4.849 9.687 -1.960
H 5.088 6.600 -0.963
H -5.679 -10.114 1.255
H -7.193 -7.738 -0.845

***

- What is the multiplicity in the second record?
  1